(1)
C27H54O13 as an isolated structure, computed with the ωB97M-V functional and the def2-TZVPD basis.

Output
Energy relative to the best compared isomer or geometry (same formula, charge and spin) in eV: 18.586
LUMO in eV: 0.43
Orbital gap in eV: 9.605
E_HOMO in eV: -9.2
Net charge: 0

Last column: Löwdin charge in e.
Cartesian coordinates (Å):
O (27.285, 6.160, 20.527)  0.10
C (26.756, 7.013, 21.197)  -0.53
O (27.436, 8.004, 21.844)  -0.05
C (28.888, 8.029, 21.589)  -0.22
C (29.441, 9.161, 22.430)  -0.09
C (25.311, 7.022, 21.726)  0.04
H (28.957, 8.249, 20.492)  0.13
H (29.581, 7.079, 21.791)  0.16
H (30.314, 9.661, 22.184)  0.05
H (29.306, 8.909, 23.502)  0.10
H (28.800, 9.963, 22.144)  0.06
H (24.720, 7.144, 20.695)  0.15
H (25.263, 8.040, 22.133)  0.08
H (25.058, 6.172, 22.248)  0.04
O (16.293, 2.400, 26.542)  0.08
C (17.182, 3.049, 25.945)  -0.56
O (17.181, 3.527, 24.730)  -0.07
C (16.198, 3.139, 23.944)  -0.31
C (15.507, 4.361, 23.229)  -0.04
C (18.364, 3.624, 26.831)  0.03
H (15.406, 2.528, 24.368)  0.14
H (16.539, 2.587, 23.055)  0.13
H (14.841, 3.929, 22.457)  0.08
H (16.298, 5.115, 22.909)  0.10
H (14.894, 4.943, 23.982)  0.09
H (18.961, 4.308, 26.131)  0.08
H (19.241, 2.853, 26.981)  0.12
H (17.919, 4.087, 27.771)  0.11
O (20.219, 2.179, 23.217)  0.02
C (19.414, 1.318, 23.551)  -0.37
O (19.318, 0.058, 23.070)  0.03
C (20.192, -0.256, 21.969)  -0.16
C (20.117, -1.737, 21.399)  -0.01
C (18.514, 1.576, 24.816)  0.04
H (21.059, -0.148, 22.517)  0.08
H (20.199, 0.398, 21.301)  0.04
H (20.931, -1.996, 20.766)  0.06
H (19.322, -1.851, 20.652)  0.08
H (20.306, -2.379, 22.260)  0.08
H (17.561, 1.973, 24.329)  0.08
H (18.995, 2.172, 25.451)  -0.01
H (18.240, 0.678, 25.413)  0.14
O (23.013, -0.033, 18.616)  0.08
C (23.393, 1.093, 18.832)  -0.55
O (24.330, 1.776, 18.222)  0.00
C (24.876, 1.138, 16.975)  -0.11
C (25.856, 2.237, 16.402)  -0.03
C (22.988, 1.832, 20.137)  0.02
H (24.064, 1.182, 16.294)  0.10
H (25.398, 0.171, 17.090)  0.14
H (25.358, 3.222, 16.322)  0.11
H (26.246, 1.788, 15.628)  0.02
H (26.651, 2.200, 16.989)  0.02
H (21.875, 2.113, 20.223)  0.10
H (23.515, 2.707, 20.268)  0.04
H (22.787, 1.220, 21.059)  0.08
O (24.808, 1.531, 22.832)  0.00
C (25.104, 1.590, 24.114)  -0.34
O (24.348, 0.986, 25.047)  -0.03
C (23.205, 0.319, 24.763)  -0.27
C (22.774, -0.481, 26.046)  -0.05
C (26.419, 2.326, 24.628)  0.06
H (23.099, -0.556, 24.092)  0.13
H (22.568, 1.278, 24.491)  0.15
H (22.297, 0.261, 26.762)  0.10
H (23.664, -0.995, 26.253)  0.06
H (22.059, -1.261, 25.778)  0.07
H (27.145, 2.706, 23.802)  0.13
H (27.132, 1.568, 25.174)  0.14
H (26.309, 3.160, 24.816)  -0.09
O (20.978, 6.521, 26.157)  0.11
C (21.112, 7.691, 26.101)  -0.53
O (21.516, 8.447, 24.966)  -0.05
C (21.730, 7.714, 23.702)  -0.22
C (22.206, 8.670, 22.685)  -0.07
C (20.873, 8.543, 27.279)  0.00
H (20.669, 6.918, 23.517)  0.20
H (22.546, 6.894, 23.856)  0.13
H (21.555, 9.512, 22.673)  0.08
H (22.138, 8.135, 21.611)  0.15
H (23.074, 8.867, 22.827)  -0.05
H (19.993, 9.110, 27.264)  0.06
H (21.541, 9.322, 27.504)  0.06
H (20.899, 7.799, 28.233)  0.15
C (20.083, 4.271, 22.946)  -0.04
C (21.449, 4.580, 22.268)  -0.22
O (21.530, 5.418, 21.169)  -0.08
C (22.641, 3.909, 22.966)  0.00
H (19.385, 4.710, 22.438)  0.02
H (19.877, 4.404, 24.021)  0.10
H (19.682, 3.347, 22.807)  -0.02
H (22.619, 2.955, 23.300)  0.02
H (22.799, 4.410, 23.773)  0.03
H (23.503, 4.170, 22.548)  0.04

=====

(2)
A 9-piece molecular cluster, C27H54O27 overall, computed with the ωB97M-V functional and the def2-TZVPD basis.

Output
Energy relative to the best compared isomer or geometry (same formula, charge and spin) in eV: 4.151
LUMO in eV: 0.39
Orbital gap in eV: 10.799
SMILES: COC(=O)OC.COC(=O)OC.COC(=O)OC.COC(=O)OC.COC(=O)OC.COC(=O)OC.COC(=O)OC.COC(=O)OC.COC(=O)OC
E_HOMO in eV: -10.4
Net charge: 0

Last column: Löwdin charge in e.
Cartesian coordinates (Å):
C (5.766, 6.073, 14.328)  -0.04
O (5.165, 6.926, 13.395)  0.03
C (5.554, 8.168, 13.374)  -0.62
O (6.274, 8.689, 14.148)  0.15
O (4.753, 8.825, 12.468)  -0.02
C (4.899, 10.257, 12.176)  -0.01
H (5.101, 5.826, 15.156)  0.09
H (6.673, 6.477, 14.778)  0.08
H (6.156, 5.138, 13.926)  0.09
H (5.883, 10.720, 12.252)  0.10
H (4.273, 10.872, 12.821)  0.08
H (4.570, 10.334, 11.139)  0.07
C (4.817, 10.229, 16.458)  -0.01
O (4.178, 11.167, 17.326)  0.03
C (3.975, 12.374, 16.866)  -0.59
O (4.156, 12.824, 15.725)  0.08
O (3.411, 13.106, 17.849)  -0.01
C (2.845, 14.387, 17.485)  -0.03
H (4.573, 10.310, 15.399)  0.08
H (4.578, 9.188, 16.678)  0.09
H (5.885, 10.371, 16.620)  0.10
H (1.906, 14.289, 16.940)  0.09
H (3.568, 14.943, 16.888)  0.09
H (2.814, 14.986, 18.395)  0.09
C (1.551, 10.426, 9.553)  -0.03
O (0.969, 10.500, 10.853)  0.01
C (1.364, 11.325, 11.814)  -0.56
O (2.174, 12.229, 11.629)  0.09
O (0.681, 11.108, 12.966)  -0.01
C (0.706, 12.075, 14.030)  -0.03
H (2.636, 10.480, 9.638)  0.06
H (1.167, 11.216, 8.908)  0.10
H (1.353, 9.470, 9.068)  0.10
H (0.201, 11.820, 14.962)  0.09
H (0.194, 12.955, 13.640)  0.10
H (1.726, 12.249, 14.375)  0.08
C (4.241, 6.007, 18.647)  -0.03
O (5.383, 6.305, 17.848)  0.00
C (6.177, 7.213, 18.330)  -0.61
O (6.246, 7.579, 19.476)  0.14
O (7.014, 7.553, 17.272)  -0.06
C (8.016, 8.538, 17.488)  -0.06
H (3.741, 5.084, 18.355)  0.09
H (3.477, 6.746, 18.405)  0.10
H (4.384, 5.956, 19.727)  0.10
H (8.308, 8.927, 16.513)  0.10
H (8.781, 7.973, 18.021)  0.09
H (7.869, 9.439, 18.083)  0.09
C (5.521, 2.912, 15.708)  -0.03
O (5.234, 1.927, 16.710)  -0.01
C (5.787, 1.878, 17.928)  -0.58
O (6.420, 2.810, 18.430)  0.08
O (5.681, 0.638, 18.399)  -0.01
C (6.441, 0.156, 19.576)  0.00
H (5.796, 2.245, 14.892)  0.08
H (6.366, 3.517, 16.038)  0.08
H (4.711, 3.504, 15.282)  0.08
H (6.237, 0.632, 20.535)  0.09
H (7.479, 0.379, 19.331)  0.09
H (6.267, -0.910, 19.724)  0.09
C (3.664, 4.806, 10.851)  -0.02
O (3.838, 3.366, 10.717)  -0.03
C (4.409, 2.585, 11.716)  -0.45
O (4.958, 2.908, 12.768)  0.09
O (4.108, 1.252, 11.434)  -0.05
C (4.550, 0.184, 12.223)  -0.06
H (3.241, 5.043, 9.875)  0.09
H (4.640, 5.284, 10.945)  0.08
H (3.094, 5.148, 11.714)  0.10
H (5.594, 0.459, 12.371)  0.09
H (4.477, -0.705, 11.596)  0.10
H (4.008, 0.165, 13.168)  0.10
C (4.633, 16.115, 5.608)  0.00
O (4.962, 15.147, 6.647)  0.02
C (4.083, 14.666, 7.444)  -0.65
O (2.845, 14.666, 7.324)  0.07
O (4.736, 14.148, 8.472)  0.01
C (3.931, 13.596, 9.568)  -0.02
H (4.624, 17.126, 6.016)  0.09
H (3.650, 15.903, 5.187)  0.09
H (5.431, 16.116, 4.866)  0.09
H (4.600, 13.148, 10.302)  0.09
H (3.096, 12.952, 9.292)  0.07
H (3.482, 14.402, 10.150)  0.09
C (5.680, 8.633, 8.654)  -0.05
O (4.650, 9.612, 8.527)  -0.06
C (4.542, 10.262, 7.274)  -0.45
O (5.369, 10.107, 6.285)  0.05
O (3.432, 10.956, 7.260)  -0.02
C (2.922, 11.473, 6.053)  -0.03
H (6.689, 8.998, 8.459)  0.10
H (5.428, 7.801, 7.997)  0.10
H (5.605, 8.206, 9.654)  0.08
H (3.631, 11.954, 5.379)  0.10
H (2.077, 12.120, 6.291)  0.10
H (2.561, 10.670, 5.410)  0.10
C (9.540, 6.279, 13.129)  -0.06
O (9.616, 6.355, 14.493)  0.01
C (9.078, 5.420, 15.262)  -0.52
O (8.651, 4.303, 14.969)  0.11
O (9.374, 5.840, 16.544)  -0.03
C (9.080, 5.084, 17.652)  -0.07
H (9.656, 5.249, 12.792)  0.10
H (10.399, 6.860, 12.793)  0.10
H (8.620, 6.700, 12.725)  0.09
H (8.192, 5.425, 18.184)  0.09
H (9.984, 5.061, 18.261)  0.11
H (8.829, 4.063, 17.367)  0.09

=====

(3)
A 5-piece molecular cluster, C27H55BN6O5P overall, computed with the ωB97M-V functional and the def2-TZVPD basis.

Output
LUMO in eV: -2.26
Orbital gap in eV: 8.577
E_HOMO in eV: -10.8
Net charge: +1

Last column: Löwdin charge in e.
Cartesian coordinates (Å):
C (-1.891, -4.610, -2.650)  -0.13
C (-0.473, -4.661, -1.764)  -0.15
B (-0.234, -3.073, -1.281)  -0.44
O (-1.170, -2.567, -0.260)  0.01
C (0.967, -2.243, -2.029)  -0.23
C (0.290, -1.400, -3.276)  -0.12
C (-0.443, -0.001, -2.837)  -0.16
C (0.061, 0.513, -1.365)  -0.23
C (-0.249, 2.114, -1.215)  -0.08
C (-1.186, 2.983, -2.297)  -0.01
C (-1.402, 4.553, -1.929)  -0.12
N (-0.880, 5.387, -0.809)  -0.02
C (-0.035, 4.676, 0.193)  -0.07
C (0.264, 3.086, 0.028)  -0.01
C (1.624, 0.075, -1.174)  -0.13
N (1.869, -1.431, -1.134)  -0.27
P (1.999, -2.078, 0.556)  1.02
C (3.905, -2.040, 0.949)  -0.26
C (1.109, -0.950, 1.813)  -0.39
C (1.547, -1.271, 3.395)  -0.15
H (-2.296, -3.487, -2.663)  0.06
H (-1.731, -4.905, -3.773)  0.09
H (-2.761, -5.233, -2.127)  0.10
H (-0.554, -5.404, -0.864)  0.11
H (0.360, -4.944, -2.555)  0.10
H (-1.581, -3.405, 0.154)  0.14
H (1.665, -3.062, -2.547)  0.17
H (1.171, -1.231, -4.063)  0.13
H (-0.448, -2.169, -3.812)  0.14
H (-0.222, 0.780, -3.711)  0.13
H (-1.615, -0.199, -2.850)  0.13
H (-0.588, -0.043, -0.557)  0.14
H (-1.673, 2.478, -3.260)  0.09
H (-2.107, 5.141, -2.696)  0.11
H (0.407, 5.254, 1.109)  0.08
H (0.913, 2.572, 0.882)  0.08
H (2.167, 0.637, -0.272)  0.13
H (2.199, 0.458, -2.148)  0.16
H (2.852, -1.554, -1.526)  0.16
H (4.265, -3.025, 1.495)  0.07
H (4.209, -1.069, 1.574)  0.07
H (4.533, -1.998, -0.063)  0.06
H (1.288, 0.200, 1.673)  0.07
H (-0.067, -1.117, 1.722)  0.09
H (2.552, -0.686, 3.655)  0.09
H (1.653, -2.417, 3.612)  0.05
H (0.730, -0.806, 4.130)  0.10
C (-7.077, -2.917, -3.677)  -0.01
C (-5.601, -2.774, -3.426)  -0.53
O (-4.864, -3.745, -3.254)  0.01
N (-5.084, -1.511, -3.393)  0.00
C (-5.784, -0.260, -3.572)  -0.08
H (-7.350, -3.974, -3.677)  0.09
H (-7.640, -2.413, -2.886)  0.09
H (-7.332, -2.493, -4.652)  0.09
H (-4.086, -1.485, -3.220)  0.12
H (-5.340, 0.261, -4.424)  0.08
H (-5.646, 0.340, -2.669)  0.08
H (-6.851, -0.402, -3.751)  0.08
C (4.203, 3.498, -1.358)  -0.01
C (4.950, 2.201, -1.498)  -0.55
O (4.890, 1.308, -0.653)  -0.01
N (5.718, 2.032, -2.615)  0.00
C (5.914, 2.957, -3.707)  -0.08
H (3.634, 3.496, -0.425)  0.08
H (4.907, 4.334, -1.332)  0.09
H (3.503, 3.618, -2.189)  0.09
H (6.195, 1.138, -2.649)  0.14
H (5.585, 2.470, -4.629)  0.08
H (6.980, 3.182, -3.777)  0.09
H (5.357, 3.885, -3.571)  0.08
C (0.656, 8.148, 4.663)  -0.01
C (0.117, 7.115, 3.713)  -0.53
O (0.839, 6.490, 2.936)  0.00
N (-1.229, 6.880, 3.732)  0.00
C (-2.228, 7.507, 4.565)  -0.08
H (1.739, 8.232, 4.540)  0.09
H (0.207, 9.122, 4.450)  0.09
H (0.447, 7.852, 5.695)  0.09
H (-1.527, 6.173, 3.069)  0.14
H (-2.722, 6.728, 5.151)  0.09
H (-2.961, 7.990, 3.914)  0.09
H (-1.801, 8.250, 5.240)  0.08
C (-0.508, -6.030, 3.173)  -0.01
C (0.565, -5.387, 4.009)  -0.54
O (1.480, -4.727, 3.516)  -0.01
N (0.498, -5.556, 5.362)  0.00
C (-0.490, -6.289, 6.119)  -0.08
H (-0.330, -5.814, 2.117)  0.07
H (-0.489, -7.115, 3.313)  0.09
H (-1.487, -5.629, 3.450)  0.09
H (1.249, -5.098, 5.866)  0.15
H (-0.968, -5.597, 6.816)  0.09
H (0.023, -7.073, 6.681)  0.09
H (-1.251, -6.741, 5.481)  0.08